# 1
CH3Cl2P | wB97M-V/def2-TZVPD

Structure (XYZ):
```
7
Properties=species:S:1:pos:R:3:forces:R:3
C 1.45922 0.00210 -0.02142 -0.10 -5.78 1.10
P -3.37913 -0.63752 0.46525 -0.31 -0.92 0.35
Cl -0.20423 -0.71786 -0.34751 0.62 0.32 0.37
Cl -3.02472 1.18404 -0.17575 0.05 1.01 -0.31
H 1.90566 -0.65767 0.88872 -0.81 1.85 -2.49
H 1.88981 -0.14654 -0.98878 1.00 -0.14 -0.08
H 1.35339 0.97346 0.17949 -0.44 3.65 1.07
```
Forces are in eV/Å.

Output
LUMO level (spin up / spin down) (eV): -1.01 / -1.07
ΔE to the lowest compared entry with this formula, charge and spin (kcal/mol): 81.6
Total charge: 0
Total energy (Eh): -1301.5506

Let us look at the Mulliken charges, expressed in e, one per atom:
1 C -0.536
2 P 0.117
3 Cl -0.178
4 Cl -0.107
5 H 0.218
6 H 0.243
7 H 0.243



# 2
CH3Cl4NOP2 | wB97M-V/def2-TZVPD

Structure (XYZ):
```
12
Properties=species:S:1:pos:R:3:forces:R:3
C 1.31261 -0.05606 -0.20798 -3.07 2.59 -2.96
N -0.16236 0.12573 0.03604 0.22 0.46 0.02
O -2.62087 -0.79463 0.49301 2.10 -0.28 -0.47
P -0.88017 1.67287 0.19679 -0.61 -0.32 0.90
P -1.20646 -1.14109 0.17836 -2.00 -0.26 -0.16
Cl 0.40573 2.52587 1.59812 0.01 -0.08 -0.28
Cl -0.19950 2.44660 -1.52060 0.46 0.68 -0.82
Cl -0.43160 -2.42736 1.54800 0.04 0.31 -0.53
Cl -1.02903 -2.12843 -1.62859 0.09 0.27 0.93
H 1.65981 0.42732 -1.15961 -0.56 -0.95 0.72
H 1.76501 0.38893 0.56256 2.00 1.77 2.97
H 1.38683 -1.03976 -0.09612 1.33 -4.19 -0.30
```
Forces are in eV/Å.

Output
LUMO level (eV): 0.09
ΔE to the lowest compared entry with this formula, charge and spin (kcal/mol): 0.0
Total charge: 0
Total energy (Eh): -2693.5258

Let us look at the Mulliken charges, expressed in e, one per atom:
1 C -1.072
2 N 0.112
3 O -0.554
4 P 0.331
5 P 0.825
6 Cl -0.241
7 Cl -0.204
8 Cl -0.191
9 Cl -0.201
10 H 0.259
11 H 0.482
12 H 0.454



# 3
CH3ClF2 | wB97M-V/def2-TZVPD

Structure (XYZ):
```
7
Properties=species:S:1:pos:R:3:forces:R:3
F 1.93398 -1.29397 1.06212 0.23 -0.04 0.04
C 0.61873 -1.02596 0.87889 -0.43 0.09 -0.28
Cl 0.02718 0.05050 2.16013 0.03 -0.05 -0.04
H 0.04749 -1.95291 0.92719 0.09 0.08 0.06
H 0.47688 -0.51696 -0.07869 0.08 -0.07 0.22
F -1.14446 2.16849 -2.56990 -0.26 0.11 0.07
H -1.95980 2.57082 -2.37975 0.26 -0.12 -0.06
```
Forces are in eV/Å.

Output
LUMO level (eV): 0.89
ΔE to the lowest compared entry with this formula, charge and spin (kcal/mol): 0.0
Total charge: 0
SMILES: FCCl.F
Total energy (Eh): -699.8126

Let us look at the Mulliken charges, expressed in e, one per atom:
1 F -0.222
2 C 0.032
3 Cl -0.158
4 H 0.186
5 H 0.161
6 F -0.394
7 H 0.395



# 4
CH3ClINO | wB97M-V/def2-TZVPD

Structure (XYZ):
```
8
Properties=species:S:1:pos:R:3:forces:R:3
C 0.02199 0.07861 -0.14408 0.30 2.98 1.26
O 0.96794 1.13315 -0.76679 -0.49 -0.89 0.83
N 2.20819 0.62143 -0.95729 -0.77 0.40 -0.12
Cl 3.18234 1.96456 -1.53655 -0.62 -0.71 0.24
I 2.00455 -1.13699 -2.88197 0.07 0.27 0.23
H 0.65769 -0.65978 0.23950 0.76 -1.52 -0.02
H -0.64220 -0.18225 -0.95593 -0.15 -0.24 0.21
H -0.48358 0.50547 0.84733 0.91 -0.29 -2.63
```
Forces are in eV/Å.

Output
LUMO level (spin up / spin down) (eV): -1.03 / -2.04
ΔE to the lowest compared entry with this formula, charge and spin (kcal/mol): 11.7
Total charge: 0
SMILES: CON(Cl)I
Total energy (Eh): -927.6242

Let us look at the Mulliken charges, expressed in e, one per atom:
1 C -0.589
2 O -0.066
3 N -0.142
4 Cl -0.035
5 I -0.037
6 H 0.347
7 H 0.278
8 H 0.244



# 5
CH3ClINO | wB97M-V/def2-TZVPD

Structure (XYZ):
```
8
Properties=species:S:1:pos:R:3:forces:R:3
C 0.01484 0.04751 -0.69254 -1.26 -0.74 -0.06
N 0.37973 -1.25636 1.10479 -0.35 -0.04 0.12
O 1.01785 -0.49998 0.18609 -1.30 -0.22 0.41
Cl 1.48155 -1.64327 2.31705 0.31 -0.03 0.09
I -2.20038 2.80356 -0.02913 -0.11 0.11 0.03
H -0.89028 -0.57042 -1.01924 1.47 0.04 1.13
H 0.61736 0.12689 -1.53682 0.57 1.02 -1.82
H -0.42067 0.99208 -0.33020 0.67 -0.15 0.10
```
Forces are in eV/Å.

Output
LUMO level (spin up / spin down) (eV): -0.24 / -3.46
ΔE to the lowest compared entry with this formula, charge and spin (kcal/mol): 19.1
Total charge: 0
Total energy (Eh): -927.6124

Let us look at the Mulliken charges, expressed in e, one per atom:
1 C 0.095
2 N -0.122
3 O -0.100
4 Cl -0.056
5 I 0.042
6 H 0.273
7 H 0.282
8 H -0.413



# 6
CH3ClN2 | wB97M-V/def2-TZVPD

Structure (XYZ):
```
7
Properties=species:S:1:pos:R:3:forces:R:3
C 0.88279 0.00436 0.02416 -3.57 0.50 -0.79
N -0.00131 -0.90634 0.61435 -0.51 -1.51 0.41
N -0.01891 -0.70687 -0.84501 1.03 0.22 -0.49
Cl 2.51320 -0.08698 -0.07296 2.02 -0.14 -0.14
H 0.46426 2.12505 0.09138 0.24 -1.90 0.11
H 0.20364 -1.94164 0.63192 0.83 1.66 0.89
H -0.91897 -0.34841 -1.10937 -0.04 1.18 0.02
```
Forces are in eV/Å.

Output
LUMO level (spin up / spin down) (eV): -0.54 / -0.66
ΔE to the lowest compared entry with this formula, charge and spin (kcal/mol): 166.9
Total charge: 0
Total energy (Eh): -609.3667

Let us look at the Mulliken charges, expressed in e, one per atom:
1 C 0.197
2 N -0.375
3 N -0.402
4 Cl -0.076
5 H 0.122
6 H 0.284
7 H 0.250



# 7
CH3ClN2O2 | wB97M-V/def2-TZVPD

Structure (XYZ):
```
9
Properties=species:S:1:pos:R:3:forces:R:3
C 1.40054 0.32209 0.40071 0.28 1.94 -0.23
N -1.17530 -1.15445 -1.32967 1.03 -0.89 -1.46
N 0.12375 0.65379 0.62646 1.68 0.99 -2.03
O -0.42152 1.68975 0.17413 0.20 -0.19 0.41
O -0.61110 -0.17126 1.29547 -0.53 -1.38 1.47
Cl -1.71744 -1.33749 0.09186 -0.17 1.20 -0.28
H 1.83671 -0.61341 0.58879 -0.43 -1.31 0.72
H 2.17954 1.08749 0.13594 -1.67 -0.44 -0.05
H -1.61518 -0.47651 -1.98368 -0.39 0.06 1.45
```
Forces are in eV/Å.

Output
LUMO level (spin up / spin down) (eV): -2.01 / -2.01
ΔE to the lowest compared entry with this formula, charge and spin (kcal/mol): 149.4
Total charge: 0
Total energy (Eh): -759.7733

Let us look at the Mulliken charges, expressed in e, one per atom:
1 C -0.390
2 N -0.351
3 N 0.634
4 O -0.607
5 O -0.475
6 Cl 0.407
7 H 0.264
8 H 0.241
9 H 0.276



# 8
CH3ClN2O2 | wB97M-V/def2-TZVPD

Structure (XYZ):
```
9
Properties=species:S:1:pos:R:3:forces:R:3
C -0.42031 0.16359 -1.23620 2.34 -1.08 2.67
N -0.28302 -0.48518 2.41643 -1.95 0.37 -0.46
N -0.85556 -1.04379 -0.83239 -2.45 0.20 -1.35
O -0.08624 -1.80725 -0.10622 1.52 0.08 -0.52
O -1.98267 -1.52490 -1.14871 0.99 0.61 0.14
Cl -0.68866 -1.88377 1.80098 -0.31 0.31 0.57
H -0.97956 0.64665 -2.02417 0.16 0.12 0.29
H 0.52594 0.46471 -0.60803 -2.05 -0.21 -1.96
H 0.56510 -0.60589 2.90042 1.76 -0.40 0.62
```
Forces are in eV/Å.

Output
LUMO level (spin up / spin down) (eV): -2.02 / -1.58
ΔE to the lowest compared entry with this formula, charge and spin (kcal/mol): 146.4
Total charge: 0
Total energy (Eh): -759.7781

Let us look at the Mulliken charges, expressed in e, one per atom:
1 C -0.397
2 N -0.342
3 N 0.688
4 O -0.446
5 O -0.619
6 Cl 0.305
7 H 0.305
8 H 0.241
9 H 0.263



# 9
CH3ClN2S | wB97M-V/def2-TZVPD

Structure (XYZ):
```
8
Properties=species:S:1:pos:R:3:forces:R:3
C -1.42456 -0.05076 0.12286 2.51 -1.54 -0.53
N 1.26683 0.20916 -0.23339 2.60 0.31 2.37
N 0.51013 -0.87766 -0.21539 -2.38 1.93 0.12
S -2.65002 -0.99604 0.25996 -1.19 -0.75 0.36
Cl -1.40038 1.57254 -0.35356 0.37 0.53 0.06
H 1.24044 0.90460 -0.93242 -0.41 0.15 -1.01
H 1.69856 0.52618 0.66924 -0.83 -0.20 -1.44
H 0.75899 -1.28802 0.68270 -0.69 -0.41 0.07
```
Forces are in eV/Å.

Output
LUMO level (spin up / spin down) (eV): -0.13 / -0.13
ΔE to the lowest compared entry with this formula, charge and spin (kcal/mol): 83.4
Total charge: 0
Total energy (Eh): -1007.6493

Let us look at the Mulliken charges, expressed in e, one per atom:
1 C 0.245
2 N -0.263
3 N -0.334
4 S -0.235
5 Cl -0.120
6 H 0.241
7 H 0.213
8 H 0.252



# 10
CH3ClN2S | wB97M-V/def2-TZVPD

Structure (XYZ):
```
8
Properties=species:S:1:pos:R:3:forces:R:3
C -1.22226 0.44486 -0.02984 0.46 -2.20 0.48
N -0.57309 1.46252 -0.03598 1.06 1.60 -0.74
N 1.69428 -1.26634 -0.01042 -1.13 1.95 -1.54
S 0.08153 -1.75081 -0.10822 -0.80 1.91 0.19
Cl -2.95341 0.29939 -0.05284 0.01 -0.41 -0.15
H -0.94517 2.41734 -0.25826 0.12 -1.31 0.56
H 2.18809 -1.33654 0.84896 -0.15 -0.09 1.08
H 1.73004 -0.27042 -0.35338 0.43 -1.45 0.12
```
Forces are in eV/Å.

Output
LUMO level (spin up / spin down) (eV): -1.02 / -1.01
ΔE to the lowest compared entry with this formula, charge and spin (kcal/mol): 59.6
Total charge: 0
Total energy (Eh): -1007.6874

Let us look at the Mulliken charges, expressed in e, one per atom:
1 C 0.231
2 N -0.430
3 N -0.468
4 S 0.001
5 Cl -0.146
6 H 0.276
7 H 0.249
8 H 0.287



# 11
CH3ClN6 | wB97M-V/def2-TZVPD

Structure (XYZ):
```
11
Properties=species:S:1:pos:R:3:forces:R:3
C -1.04998 -1.47549 0.65497 0.84 1.30 -1.89
N -0.67258 -2.34451 1.28949 0.34 -0.94 1.32
N 1.56846 1.84059 1.11495 -0.07 0.05 -0.01
N 2.00427 0.91636 0.64758 -1.06 2.11 0.70
N 2.55079 -0.09089 0.28729 1.09 -2.31 -1.06
N -0.89405 0.58919 -0.59949 0.52 0.50 2.36
N -1.48371 -0.64127 -0.33177 -3.86 0.11 0.78
Cl 2.24167 -0.42242 -1.40374 0.10 0.12 0.34
H -0.70142 0.88605 -1.50904 -0.09 -0.70 -1.73
H -0.98219 1.41126 0.00001 -0.51 -0.97 0.32
H -2.58127 -0.66888 -0.15023 2.69 0.73 -1.13
```
Forces are in eV/Å.

Output
LUMO level (eV): -0.68
ΔE to the lowest compared entry with this formula, charge and spin (kcal/mol): 30.1
Total charge: 0
Total energy (Eh): -828.4496

Let us look at the Mulliken charges, expressed in e, one per atom:
1 C 0.298
2 N -0.393
3 N -0.415
4 N 0.778
5 N -0.335
6 N -0.376
7 N -0.238
8 Cl -0.035
9 H 0.210
10 H 0.232
11 H 0.275



# 12
CH3ClNO | wB97M-V/def2-TZVPD

Structure (XYZ):
```
7
Properties=species:S:1:pos:R:3:forces:R:3
C -0.66524 -0.00073 -0.20150 -2.92 -2.46 -1.40
N 0.16688 0.67492 0.64432 -0.07 1.53 0.40
O -0.56764 -0.53776 1.04693 -0.71 -0.61 -0.27
Cl 3.02483 -0.13325 -0.37673 -0.10 0.01 0.11
H -0.58949 -0.64044 -1.14105 0.75 1.28 1.53
H -2.53942 0.24041 -0.60494 2.89 0.32 0.76
H 1.17007 0.39685 0.63297 0.16 -0.06 -1.14
```
Forces are in eV/Å.

Output
LUMO level (eV): 3.46
ΔE to the lowest compared entry with this formula, charge and spin (kcal/mol): 157.5
Total charge: -1
Total energy (Eh): -629.9506

Let us look at the Mulliken charges, expressed in e, one per atom:
1 C -0.020
2 N -0.322
3 O -0.281
4 Cl -0.880
5 H 0.235
6 H 0.089
7 H 0.179



> Look up the total charge of the fourth one.

0